ORCA calculation (the ωB97M-V functional and the def2-TZVPD basis) on C2FI2O2 as an isolated structure.

The calculation puts the LUMO energy at 0.1039 hartree. The total energy is -922.01309 Ha. The value obtained for the HOMO-LUMO gap is 7.785 eV.

```
! RIJCOSX wB97M-V def2-TZVPD def2/J DEFGRID3
* xyz -1 1
C 0.9818 -0.0009 -0.5183
C -0.4001 0.0172 0.4032
O 1.1522 1.0330 -1.1333
O 1.5584 -1.0818 -0.4214
F -0.3011 0.0862 1.7995
I -1.5405 1.7837 -0.1542
I -1.4508 -1.8375 0.0246
*
```



ORCA calculation (the ωB97M-V functional and the def2-TZVPD basis) on a 2-piece molecular cluster, C5H6O overall.

The calculation puts the LUMO energy at 0.0275 hartree. The SMILES is CC1=C=C1.C=O. The total energy is -269.15160 Ha. The value obtained for the HOMO-LUMO gap is 9.545 eV.

```
! RIJCOSX wB97M-V def2-TZVPD def2/J DEFGRID3
* xyz 0 1
C 0.1854 1.9284 -1.6586
C -0.0529 0.7303 -0.8751
C -0.7836 -0.2786 -0.1008
C 0.6292 -0.1694 -0.0374
H 1.2013 1.6827 -2.1806
H 0.4532 2.9206 -1.1958
H -0.5129 2.1811 -2.4510
H 1.6800 -0.1858 0.3149
C -0.6745 -2.2578 2.0424
O 0.3083 -2.8618 1.7154
H -1.7406 -2.3586 1.6767
H -0.6930 -1.3312 2.7499
*
```



ORCA calculation (the ωB97M-V functional and the def2-TZVPD basis) on a single C4H7N3O molecule.

The calculation puts the LUMO energy at 0.0301 hartree. The SMILES is C1=N\N=C/OCCN/1. The total energy is -395.96385 Ha. The value obtained for the HOMO-LUMO gap is 10.250 eV.

```
! RIJCOSX wB97M-V def2-TZVPD def2/J DEFGRID3
* xyz 0 1
C 0.1820 1.4349 -0.4307
N 1.2992 0.7846 -0.5851
N 1.6490 0.0222 0.5254
C 0.9793 -1.0362 0.4456
O 0.1887 -1.3620 -0.6485
C -1.1186 -1.1836 -0.0605
C -1.7188 0.2249 0.0138
N -0.6506 1.2012 0.6935
H 0.1762 2.5013 -0.9209
H 0.9293 -1.8827 1.2607
H -1.7731 -1.8300 -0.7709
H -1.1192 -1.8042 0.9638
H -2.0623 0.7338 -1.0470
H -2.5701 0.4379 0.5839
H -1.1172 2.0436 0.8723
*
```



ORCA calculation (the ωB97M-V functional and the def2-TZVPD basis) on C28H28F5N5OS2V as an isolated structure.

The calculation puts the LUMO energy (spin up / spin down) at 0.0126 / 0.0122 hartree. The total energy is -3672.52060 Ha. The value obtained for the HOMO-LUMO gap (spin up / spin down) is 6.544 / 5.849 eV.

```
! RIJCOSX wB97M-V def2-TZVPD def2/J DEFGRID3
* xyz 0 2
V 0.1284 -0.3099 -1.1397
S -0.5941 -0.4192 -3.4854
C -1.4460 0.9318 -2.8684
N -1.1046 1.4486 -1.7128
C -1.8685 2.5434 -1.4020
C -1.7163 3.3608 -0.2829
C -2.5649 4.4344 -0.1203
C -3.5606 4.7129 -1.0556
C -3.7156 3.9213 -2.1779
C -2.8640 2.8410 -2.3464
S -2.7945 1.7079 -3.6608
H -0.9438 3.1483 0.4346
H -2.4521 5.0742 0.7437
H -4.2143 5.5581 -0.9059
H -4.4786 4.1383 -2.9073
O -2.1130 -3.2583 -1.8009
C -1.1217 -4.0905 -2.3533
C -0.3472 -4.8486 -1.2803
C 0.3034 -3.8925 -0.2718
C 1.4936 -3.2233 -0.8796
C 2.6645 -3.9679 -1.0283
C 3.7443 -3.4502 -1.7068
C 3.6044 -2.1870 -2.2773
C 2.4214 -1.5163 -2.0734
N 1.3957 -1.9730 -1.3456
H -2.8361 -3.8088 -1.4744
H -0.4649 -3.4179 -2.9111
H -1.5564 -4.7992 -3.0714
H 0.4076 -5.4745 -1.7610
H -1.0220 -5.5247 -0.7465
H 0.6183 -4.4494 0.6136
H -0.4344 -3.1594 0.0287
H 2.6994 -4.9606 -0.6050
H 4.6583 -4.0149 -1.8116
H 4.3838 -1.7345 -2.8704
H 2.2659 -0.5515 -2.5508
C 0.2380 3.0459 3.3960
C -0.6390 1.9261 2.8565
N -0.1545 1.5327 1.5568
C 1.1254 1.5874 1.1358
N 1.4080 1.0037 0.0024
C 2.7094 1.2471 -0.5889
C 3.4367 2.4511 -0.0074
C 3.3946 2.3383 1.5050
N 2.0076 2.2995 1.8976
C 1.6934 2.6280 3.2722
H -0.0024 3.2533 4.4375
H 0.0722 3.9580 2.8199
H -1.6764 2.2544 2.7446
H -0.6333 1.0685 3.5451
H -0.7606 0.9986 0.9380
H 2.5628 1.3945 -1.6658
H 3.3397 0.3525 -0.4627
H 2.9464 3.3785 -0.3117
H 4.4665 2.4772 -0.3682
H 3.8570 3.2005 1.9931
H 3.9276 1.4377 1.8401
H 2.3589 3.4406 3.5740
H 1.8995 1.7708 3.9291
F 0.6391 -1.5234 1.7763
C -0.7163 -1.4907 1.5612
C -1.1637 -0.9753 0.3525
C -2.5426 -1.0268 0.2187
F -3.1018 -0.5100 -0.9057
C -3.4116 -1.5567 1.1658
F -4.7372 -1.5813 0.9505
C -2.8980 -2.0641 2.3570
F -3.7097 -2.5761 3.2959
C -1.5200 -2.0236 2.5564
F -0.9913 -2.5056 3.6965
*
```



Here are the calculated max |F| numbers, same order: 0.0268 0.0947 0.0850 0.0177 (Eh/bohr).
Here are the calculated energy above the lowest of the compared OMol25 structures with the same formula, charge and spin numbers, same order: 0.00 122.14 115.81 0.00 (kcal/mol).